Record 1
Below is a structure of composition C2H2CdO2P, with properties calculated with the ωB97M-V functional and the def2-TZVPD basis.

Each line ends with the Mulliken charge.
CARTESIAN COORDINATES (ANGSTROEM)
Cd -0.924 -0.224 -0.424  0.078
P -1.874 -2.089 0.978  -0.113
O 0.777 -1.385 -0.461  -0.088
O -2.442 -0.594 0.797  -0.466
C 1.015 1.104 -0.141  -0.935
C 1.397 -0.203 -0.403  -0.167
H 0.518 1.678 -0.953  0.355
H 1.533 1.713 0.607  0.337

* Kohn-Sham gap (spin up / spin down): 5.45 / 5.56 eV
* 2S+1: 1
* molecular weight: 201.42 g mol⁻¹
* total charge: -1
* LUMO level (spin up / spin down): 3.719 / 3.831 eV

***

Record 2
Below is a cluster of 2 separate species, C2H2Cl2 in total, with properties calculated with the ωB97M-V functional and the def2-TZVPD basis.

Each line ends with the Mulliken charge.
CARTESIAN COORDINATES (ANGSTROEM)
Cl 1.664 1.662 0.033  -0.037
Cl -1.233 -1.931 -0.189  -0.032
C -0.845 -0.483 -0.799  -0.162
C 0.687 0.603 0.760  -0.193
H -1.689 0.261 -0.969  0.224
H 1.415 -0.112 1.164  0.198

* Kohn-Sham gap (spin up / spin down): 7.33 / 7.53 eV
* 2S+1: 1
* molecular weight: 96.94 g mol⁻¹
* relative energy (zero: lowest compared OMol25 entry of this formula, charge and spin): 148.3 kcal per mole
* LUMO level (spin up / spin down): -0.965 / -1.008 eV

***

Record 3
Below is a cluster of 2 separate species, C2H2Cl2F2 in total, with properties calculated with the ωB97M-V functional and the def2-TZVPD basis.

Each line ends with the Mulliken charge.
CARTESIAN COORDINATES (ANGSTROEM)
Cl -4.182 1.116 0.237  -0.036
Cl -1.337 -0.796 0.064  -0.126
F -0.923 1.551 -1.027  -0.219
F -4.269 -1.030 -0.903  -0.120
C -0.213 0.559 -0.332  -0.061
C -3.918 -0.563 0.350  0.097
H -0.038 0.824 0.756  0.209
H 0.616 0.075 -0.904  0.255

* Kohn-Sham gap: 9.69 eV
* 2S+1: 1
* molecular weight: 134.94 g mol⁻¹
* relative energy (zero: lowest compared OMol25 entry of this formula, charge and spin): 80.0 kcal per mole
* LUMO level: -0.343 eV

***

Record 4
Below is the ion C2H2Cl2N with charge +1, with properties calculated with the ωB97M-V functional and the def2-TZVPD basis.

Each line ends with the Mulliken charge.
CARTESIAN COORDINATES (ANGSTROEM)
Cl -2.242 -1.263 0.108  0.065
Cl 2.472 -0.711 -0.189  0.019
N -0.073 0.179 0.077  0.013
C 1.109 0.274 0.354  0.073
C -1.207 -0.155 -0.391  0.155
H -1.411 0.573 -1.143  0.346
H 1.353 1.104 1.184  0.329

* Kohn-Sham gap: 10.71 eV
* 2S+1: 1
* molecular weight: 110.95 g mol⁻¹
* relative energy (zero: lowest compared OMol25 entry of this formula, charge and spin): 7.6 kcal per mole
* total charge: +1
* SMILES string: ClC=[N+]=CCl
* LUMO level: -6.074 eV

***

Record 5
Below is a cluster of 2 separate species, C2H2Cl2N2S in total, with properties calculated with the ωB97M-V functional and the def2-TZVPD basis.

Each line ends with the Mulliken charge.
CARTESIAN COORDINATES (ANGSTROEM)
Cl -1.516 -1.039 1.730  -0.193
Cl 2.061 0.004 -1.806  -0.079
S 2.234 1.038 1.034  -0.164
N 0.997 -0.573 -0.596  -0.177
N 1.175 -0.035 0.547  0.205
C -1.880 0.416 -0.672  -0.050
C -1.585 -0.225 0.314  -0.084
H 0.425 -0.553 1.076  0.187
H -1.911 0.967 -1.627  0.354

* Kohn-Sham gap: 8.60 eV
* 2S+1: 1
* molecular weight: 157.03 g mol⁻¹
* relative energy (zero: lowest compared OMol25 entry of this formula, charge and spin): 95.1 kcal per mole
* SMILES string: [S-]/[NH+]=N\Cl.C#CCl
* LUMO level: -0.421 eV

***

Record 6
Below is a structure of composition C2H2Cl2O2, with properties calculated with the ωB97M-V functional and the def2-TZVPD basis.

Each line ends with the Mulliken charge.
CARTESIAN COORDINATES (ANGSTROEM)
Cl -1.322 -1.428 -0.033  -0.209
Cl -2.385 1.084 -0.025  -0.168
O 1.602 -1.155 0.277  -0.269
O 0.078 0.668 -0.542  -0.395
C 1.542 -0.205 -0.364  0.284
C -0.828 0.270 0.270  0.103
H 1.994 0.475 -1.005  0.378
H -0.681 0.291 1.421  0.277

* Kohn-Sham gap: 10.09 eV
* 2S+1: 1
* molecular weight: 128.94 g mol⁻¹
* relative energy (zero: lowest compared OMol25 entry of this formula, charge and spin): 59.1 kcal per mole
* LUMO level: -0.057 eV

***

Record 7
Below is a cluster of 2 separate species, C2H2Cl2O2 in total, with properties calculated with the ωB97M-V functional and the def2-TZVPD basis.

Each line ends with the Mulliken charge.
CARTESIAN COORDINATES (ANGSTROEM)
Cl 0.071 1.149 -2.562  -0.138
Cl -0.365 -1.686 -2.084  -0.149
O -1.634 0.223 -0.819  -0.484
O -0.095 0.188 1.288  -0.443
C -0.502 -0.051 -1.461  0.286
C 0.719 -0.069 0.470  0.143
H 1.787 -0.243 0.517  0.341
H -1.475 0.281 0.163  0.442

* Kohn-Sham gap: 9.00 eV
* 2S+1: 1
* molecular weight: 128.94 g mol⁻¹
* relative energy (zero: lowest compared OMol25 entry of this formula, charge and spin): 81.0 kcal per mole
* LUMO level: 0.259 eV

***

Record 8
Below is a cluster of 2 separate species, C2H2Cl2O2S in total, with properties calculated with the ωB97M-V functional and the def2-TZVPD basis.

Each line ends with the Mulliken charge.
CARTESIAN COORDINATES (ANGSTROEM)
Cl -1.524 1.846 0.270  -0.070
Cl 1.071 1.927 -1.230  -0.137
S -0.129 -0.872 2.118  0.323
O -0.888 0.297 -1.756  -0.421
O 0.373 -2.012 2.957  -0.527
C -0.407 1.045 -0.744  0.373
C 0.686 -0.763 0.744  -0.253
H 1.186 -1.436 0.103  0.358
H -0.368 -0.032 -2.462  0.353

* Kohn-Sham gap (spin up / spin down): 8.66 / 7.54 eV
* 2S+1: 1
* molecular weight: 161.01 g mol⁻¹
* relative energy (zero: lowest compared OMol25 entry of this formula, charge and spin): 115.0 kcal per mole
* LUMO level (spin up / spin down): -0.763 / -1.227 eV

***

Record 9
Below is the molecule C2H2Cl2O2S, with properties calculated with the ωB97M-V functional and the def2-TZVPD basis.

Each line ends with the Mulliken charge.
CARTESIAN COORDINATES (ANGSTROEM)
Cl -2.088 1.194 -0.200  -0.131
Cl -2.074 -1.677 0.327  -0.114
S 1.516 0.333 -0.136  0.786
O 2.466 0.965 0.689  -0.464
O 1.839 -0.070 -1.433  -0.499
C 0.169 -0.132 0.640  -0.533
C -1.171 -0.379 -0.189  0.312
H 0.038 0.466 1.470  0.402
H -0.694 -0.700 -1.168  0.242

* Kohn-Sham gap (spin up / spin down): 7.26 / 8.13 eV
* 2S+1: 3
* molecular weight: 161.01 g mol⁻¹
* relative energy (zero: lowest compared OMol25 entry of this formula, charge and spin): 47.4 kcal per mole
* LUMO level (spin up / spin down): 0.328 / -3.441 eV

***

Record 10
Below is a cluster of 2 separate species, C2H2Cl2OS in total, with properties calculated with the ωB97M-V functional and the def2-TZVPD basis.

Each line ends with the Mulliken charge.
CARTESIAN COORDINATES (ANGSTROEM)
Cl 1.492 -0.379 1.617  -0.129
Cl 1.329 0.827 -1.050  -0.183
S -0.401 1.845 0.989  -0.150
O -1.294 -2.218 0.222  -0.280
C -0.764 -1.391 -0.397  0.255
C 0.523 0.360 0.416  0.088
H -0.336 2.244 -0.280  0.150
H -0.549 -1.288 -1.517  0.248

* Kohn-Sham gap (spin up / spin down): 8.42 / 8.42 eV
* 2S+1: 1
* molecular weight: 145.01 g mol⁻¹
* relative energy (zero: lowest compared OMol25 entry of this formula, charge and spin): 67.5 kcal per mole
* LUMO level (spin up / spin down): 0.024 / 0.025 eV

***

Record 11
Below is the molecule C2H2Cl2S2, with properties calculated with the ωB97M-V functional and the def2-TZVPD basis.

Each line ends with the Mulliken charge.
CARTESIAN COORDINATES (ANGSTROEM)
Cl 1.436 -0.414 -0.703  -0.141
Cl -2.881 0.378 -0.740  -0.140
S -0.499 1.192 1.017  -0.067
S -1.119 -1.767 0.564  -0.113
C 0.257 0.840 -0.555  -0.258
C -1.460 -0.071 0.137  0.126
H 0.694 1.711 -1.060  0.400
H -0.175 -1.339 1.493  0.193

* Kohn-Sham gap (spin up / spin down): 8.33 / 8.33 eV
* 2S+1: 1
* molecular weight: 161.08 g mol⁻¹
* relative energy (zero: lowest compared OMol25 entry of this formula, charge and spin): 56.9 kcal per mole
* LUMO level (spin up / spin down): -0.076 / -0.076 eV

***

Record 12
Below is a cluster of 2 separate species, C2H2Cl2Si in total, with properties calculated with the ωB97M-V functional and the def2-TZVPD basis.

Each line ends with the Mulliken charge.
CARTESIAN COORDINATES (ANGSTROEM)
Cl -2.539 -0.109 1.983  -0.231
Cl 2.429 0.730 -0.095  0.056
Si -1.033 0.185 0.510  0.442
C -0.067 -0.765 -0.573  -0.514
C 1.865 -0.032 -1.408  0.031
H -0.360 -1.558 -1.304  0.306
H -0.295 1.548 0.887  -0.089

* Kohn-Sham gap: 7.32 eV
* 2S+1: 1
* molecular weight: 125.03 g mol⁻¹
* relative energy (zero: lowest compared OMol25 entry of this formula, charge and spin): 173.3 kcal per mole
* LUMO level: -1.301 eV

***

Record 13
Below is a cluster of 2 separate species, C2H2Cl2Si in total, with properties calculated with the ωB97M-V functional and the def2-TZVPD basis.

Each line ends with the Mulliken charge.
CARTESIAN COORDINATES (ANGSTROEM)
Cl 1.685 -2.079 0.005  -0.048
Cl 2.790 1.935 0.075  -0.579
Si 0.611 -0.553 -0.537  0.523
C -1.824 0.384 0.965  0.128
C -0.967 -0.167 0.305  -0.398
H -2.800 0.705 1.179  0.356
H 0.505 -0.224 -1.993  0.019

* Kohn-Sham gap: 6.71 eV
* 2S+1: 1
* molecular weight: 125.03 g mol⁻¹
* relative energy (zero: lowest compared OMol25 entry of this formula, charge and spin): 81.1 kcal per mole
* LUMO level: -2.341 eV

***

Record 14
Below is a cluster of 2 separate species, C2H2Cl3NO2 in total, with properties calculated with the ωB97M-V functional and the def2-TZVPD basis.

Each line ends with the Mulliken charge.
CARTESIAN COORDINATES (ANGSTROEM)
Cl 1.681 2.899 0.831  -0.088
Cl -0.879 -0.247 -1.946  0.069
Cl -1.156 3.228 0.240  -0.112
O -0.228 1.944 -2.313  -0.532
O 1.892 1.986 -1.738  -0.593
N 0.663 2.213 -1.502  0.797
C 0.377 2.461 -0.161  0.201
C -0.398 -0.336 -0.411  -0.343
H 0.658 -0.643 0.001  0.312
H -1.283 -0.323 0.332  0.290

* Kohn-Sham gap (spin up / spin down): 8.02 / 6.40 eV
* 2S+1: 1
* molecular weight: 178.40 g mol⁻¹
* relative energy (zero: lowest compared OMol25 entry of this formula, charge and spin): 167.4 kcal per mole
* LUMO level (spin up / spin down): -1.135 / -2.194 eV

***

Record 15
Below is a structure of composition C2H2Cl3NO3, with properties calculated with the ωB97M-V functional and the def2-TZVPD basis.

Each line ends with the Mulliken charge.
CARTESIAN COORDINATES (ANGSTROEM)
Cl 0.890 -4.473 2.911  -0.156
Cl 4.006 -3.820 1.566  -0.130
Cl 1.398 -2.103 4.717  -0.166
O 1.734 -2.150 2.029  -0.068
O 0.228 0.302 0.393  -0.082
O 0.445 -1.610 2.073  -0.415
N -0.235 -0.786 0.612  0.404
C 1.943 -3.004 3.167  0.409
C 3.438 -3.214 3.130  -0.480
H 3.821 -2.236 3.418  0.337
H 3.611 -3.883 3.982  0.347

* Kohn-Sham gap: 7.67 eV
* 2S+1: 1
* molecular weight: 194.40 g mol⁻¹
* relative energy (zero: lowest compared OMol25 entry of this formula, charge and spin): 80.2 kcal per mole
* LUMO level: -2.202 eV

***

Record 16
Below is a cluster of 2 separate species, C2H2Cl3OP in total, with properties calculated with the ωB97M-V functional and the def2-TZVPD basis.

Each line ends with the Mulliken charge.
CARTESIAN COORDINATES (ANGSTROEM)
Cl -1.699 0.450 -1.535  -0.101
Cl 0.817 -0.877 -1.590  -0.027
Cl -1.559 -2.077 -0.391  -0.127
P 0.180 1.767 0.361  0.357
O 1.366 1.723 -0.448  -0.390
C -0.654 -0.660 -0.859  0.237
C 0.401 0.078 1.226  -0.703
H -0.277 -0.152 2.015  0.393
H 1.425 -0.253 1.221  0.361

* Kohn-Sham gap (spin up / spin down): 7.27 / 7.71 eV
* 2S+1: 1
* molecular weight: 179.37 g mol⁻¹
* relative energy (zero: lowest compared OMol25 entry of this formula, charge and spin): 123.3 kcal per mole
* LUMO level (spin up / spin down): -1.290 / -1.161 eV

***

Record 17
Below is a cluster of 2 separate species, C2H2Cl3P in total, with properties calculated with the ωB97M-V functional and the def2-TZVPD basis.

Each line ends with the Mulliken charge.
CARTESIAN COORDINATES (ANGSTROEM)
Cl 0.454 -2.138 1.403  -0.082
Cl -1.982 2.120 0.199  -0.106
Cl -2.286 -0.827 -0.450  -0.123
P -2.409 0.966 -1.267  0.229
C 1.501 0.019 0.028  -0.362
C 1.469 -0.989 0.836  -0.008
H 2.145 0.876 0.298  0.210
H 1.107 -0.028 -1.048  0.241

* Kohn-Sham gap (spin up / spin down): 7.16 / 7.93 eV
* 2S+1: 1
* molecular weight: 163.37 g mol⁻¹
* relative energy (zero: lowest compared OMol25 entry of this formula, charge and spin): 89.3 kcal per mole
* LUMO level (spin up / spin down): -1.095 / -0.173 eV

***

Record 18
Below is the molecule C2H2Cl3P, with properties calculated with the ωB97M-V functional and the def2-TZVPD basis.

Each line ends with the Mulliken charge.
CARTESIAN COORDINATES (ANGSTROEM)
Cl 1.392 -1.591 -3.649  -0.135
Cl -1.893 -1.108 -2.193  -0.252
Cl 2.358 -2.290 -0.782  -0.246
P 0.660 -2.377 -1.980  0.290
C -0.170 -0.906 -1.345  0.215
C -0.016 0.062 -0.481  -0.356
H 0.933 -0.053 0.217  0.196
H -0.837 0.694 0.005  0.289

* Kohn-Sham gap: 10.16 eV
* 2S+1: 1
* molecular weight: 163.37 g mol⁻¹
* relative energy (zero: lowest compared OMol25 entry of this formula, charge and spin): 17.1 kcal per mole
* SMILES string: C=C(Cl)P(Cl)Cl
* LUMO level: 0.006 eV

***

Record 19
Below is the molecule C2H2ClF, with properties calculated with the ωB97M-V functional and the def2-TZVPD basis.

Each line ends with the Mulliken charge.
CARTESIAN COORDINATES (ANGSTROEM)
Cl -1.594 -0.108 -0.031  -0.167
F 2.274 -0.012 -0.070  -0.224
C -0.031 0.579 0.082  -0.115
C 0.967 -0.307 0.076  -0.156
H 0.190 1.672 0.028  0.334
H 0.818 -1.357 0.188  0.328

* Kohn-Sham gap: 10.74 eV
* 2S+1: 1
* molecular weight: 80.49 g mol⁻¹
* relative energy (zero: lowest compared OMol25 entry of this formula, charge and spin): 7.4 kcal per mole
* SMILES string: F/C=C/Cl
* LUMO level: 1.109 eV

***

Record 20
Below is a cluster of 2 separate species, C2H2ClF2I in total, with properties calculated with the ωB97M-V functional and the def2-TZVPD basis.

Each line ends with the Mulliken charge.
CARTESIAN COORDINATES (ANGSTROEM)
I 3.035 0.589 0.416  -0.100
Cl -0.896 1.961 -0.596  -0.103
F 0.153 -0.918 -1.102  -0.220
F -1.840 0.570 1.366  -0.228
C -0.640 -0.684 -0.089  -0.283
C -1.109 0.518 0.178  0.486
H 2.239 -0.436 -0.531  0.097
H -0.943 -1.601 0.358  0.351

* Kohn-Sham gap: 10.38 eV
* 2S+1: 1
* molecular weight: 226.39 g mol⁻¹
* relative energy (zero: lowest compared OMol25 entry of this formula, charge and spin): 29.1 kcal per mole
* SMILES string: F/C=C(/F)Cl.I
* LUMO level: 0.596 eV